Record 1
ORCA calculation (ωB97M-V/def2-TZVPD) on C18H40AlFO5P as an isolated structure at a distorted geometry.

The geometry in XYZ format:
```
66
Properties=species:S:1:pos:R:3:forces:R:3
C 4.957 -0.464 -0.984 -1.21 -0.04 1.55
C 4.656 -2.101 -0.972 2.37 0.40 0.39
O 3.792 -2.552 -2.073 -2.70 -0.46 1.60
P 2.102 -2.664 -1.537 0.24 5.19 2.40
O 1.938 -1.462 -0.478 0.26 -4.35 -3.71
C 1.747 -4.348 -0.709 0.19 -1.93 -1.19
C 0.160 -4.695 -0.485 -0.28 -0.35 0.76
C -0.658 -3.636 0.461 0.38 -0.28 0.53
Al -2.678 -3.471 -0.032 0.20 0.30 1.13
C -3.365 -1.782 0.994 1.41 1.16 -0.45
F -4.364 -2.185 2.030 0.89 1.19 -1.37
C -3.891 -0.592 -0.012 -1.29 0.41 0.80
C -4.937 -1.094 -1.177 0.01 0.49 0.46
O 1.145 -2.369 -2.983 1.67 -0.73 3.22
C -0.249 -2.037 -2.649 -2.36 -0.05 -0.99
C -0.882 -1.317 -4.019 0.91 -1.09 0.04
H 4.550 0.080 -1.936 0.89 -1.30 1.73
H 4.346 -0.025 -0.059 1.33 -0.86 -2.27
H 6.088 -0.203 -0.776 -2.23 -0.73 -0.63
H 4.316 -2.484 0.097 0.39 1.01 -2.36
H 5.721 -2.604 -1.162 -2.40 0.77 0.18
H 2.169 -5.181 -1.454 -0.70 1.76 1.47
H 2.346 -4.475 0.290 -1.11 0.79 -1.94
H -0.370 -4.918 -1.531 1.26 0.73 2.14
H 0.129 -5.742 0.088 0.23 2.18 -1.32
H -0.249 -2.540 0.455 -0.27 -2.13 -0.10
H -0.648 -4.011 1.594 0.26 0.78 -2.35
H -2.924 -3.199 -1.571 0.15 -0.05 -0.59
H -3.537 -4.720 0.514 0.01 -0.24 -0.06
H -2.436 -1.322 1.585 -2.06 -0.74 -0.83
H -4.484 0.194 0.657 1.25 -1.52 -1.46
H -3.022 -0.006 -0.549 -1.36 -1.34 1.34
H -5.767 -0.259 -1.317 1.61 -1.79 0.27
H -4.382 -1.226 -2.207 -1.21 -0.06 2.14
H -5.428 -2.089 -0.787 0.89 1.91 -1.12
H -0.388 -1.388 -1.685 0.62 -1.17 -1.90
H -0.848 -3.038 -2.526 1.14 2.08 0.00
H -2.018 -1.054 -3.907 2.31 -0.49 -0.03
H -0.232 -0.396 -4.340 -1.37 -1.66 0.74
H -0.761 -2.148 -4.867 -0.37 1.91 1.74
C -3.504 4.129 1.474 0.46 0.36 -0.25
C -4.862 4.342 2.092 -0.26 0.09 0.61
C -5.778 3.701 1.071 -0.19 -0.22 -0.38
O -5.036 2.640 0.455 0.02 0.49 0.25
C -3.658 2.768 0.831 0.10 -0.48 0.00
H -2.682 4.170 2.194 -0.07 -0.04 -0.10
H -3.323 4.888 0.704 0.03 -0.05 0.08
H -4.926 3.800 3.043 -0.03 0.08 -0.09
H -5.100 5.392 2.279 -0.02 -0.10 -0.02
H -6.058 4.413 0.287 -0.08 0.09 0.04
H -6.690 3.300 1.521 0.08 -0.06 -0.12
H -3.430 1.966 1.541 0.12 0.04 -0.08
H -3.022 2.645 -0.050 -0.15 -0.09 0.06
C 5.081 3.120 2.795 0.28 -0.20 0.55
C 5.254 4.231 1.793 -0.21 0.62 -0.09
C 5.636 3.472 0.541 0.13 -0.30 -0.32
O 4.995 2.192 0.619 0.17 0.54 0.34
C 4.481 2.019 1.947 -0.38 -0.28 -0.21
H 4.453 3.391 3.648 0.06 -0.07 -0.09
H 6.060 2.807 3.176 -0.11 0.02 0.01
H 4.298 4.746 1.641 0.12 -0.02 0.00
H 6.000 4.975 2.085 -0.07 -0.06 -0.06
H 6.717 3.303 0.493 0.06 0.11 -0.03
H 5.322 3.986 -0.372 0.01 -0.15 0.03
H 3.391 2.107 1.897 0.02 -0.08 0.10
H 4.735 1.021 2.314 -0.04 0.04 -0.16
```
Forces are in eV/Å.

Output
* total charge: -1
* M: 413.47 Da
* electronic energy: -1769.54488 hartree
* frontier orbital gap: 7.2 eV
* relative energy (zero: lowest compared OMol25 entry of this formula, charge and spin): 4.733 eV

***

Record 2
ORCA calculation (ωB97M-V/def2-TZVPD) on C7H7O6Sc as an isolated structure at a distorted geometry.

The geometry in XYZ format:
```
21
Properties=species:S:1:pos:R:3:forces:R:3
O 0.201 2.381 -3.915 -1.59 0.15 -0.24
C -0.913 2.523 -4.117 1.54 -0.16 0.26
Sc -0.654 -1.059 -0.637 -0.35 -2.20 2.09
O -0.043 2.178 -0.033 0.34 -3.43 -2.23
C 0.062 1.126 -0.602 0.10 4.27 3.09
C 0.465 -0.542 -2.414 -0.65 -0.82 -1.83
O 0.663 -1.758 -1.966 -0.42 1.50 0.26
C 1.045 0.628 -1.731 5.42 1.74 -0.91
O 2.201 1.053 -1.739 -4.06 -1.41 0.31
C -2.372 0.476 -0.880 -4.59 3.42 -1.45
O -3.189 1.255 -1.109 3.47 -3.15 1.09
H -0.277 -0.372 -3.223 0.75 0.02 -0.04
C -0.244 -0.209 3.045 -0.01 -0.19 -0.02
C 0.800 -1.076 2.396 0.10 0.31 0.34
O 0.215 -1.714 1.174 0.02 -0.28 -1.00
H -0.506 0.638 2.411 -0.01 0.18 0.04
H 0.164 0.174 3.985 -0.04 0.07 -0.16
H -1.150 -0.768 3.293 0.15 -0.04 -0.02
H 1.675 -0.528 2.045 -0.05 0.03 0.13
H 1.122 -1.888 3.038 -0.05 -0.14 0.02
H 0.736 -2.518 0.980 -0.06 0.11 0.28
```
Forces are in eV/Å.

Output
* total charge: +2
* M: 232.08 Da
* electronic energy: -1482.31375 hartree
* frontier orbital gap (spin up / spin down): 6.9 / 7.3 eV